Computed, not measured: a single C3H6BClO3 molecule in a non-equilibrium geometry, with wB97M-V/def2-TZVPD.

largest force on an atom = 5.8 eV/Å
gap between HOMO and LUMO (spin up / spin down) = 6.2 / 7.8 eV
2S+1 = 3
electronic energy = -828.591035 Ha
energy relative to the best compared isomer or geometry (same formula, charge and spin) = 0.00 kcal per mole

Geometry as XYZ:
```
14
Properties=species:S:1:pos:R:3:forces:R:3:nbo_charge:R:1
B 1.625 -0.377 -0.868 -0.3 -0.8 1.9 0.9626
C 0.409 -0.098 0.029 4.4 -0.9 -3.7 -0.3727
C -0.683 0.626 -0.376 -4.4 3.4 -0.5 -0.0758
C -1.943 0.615 0.356 -1.8 1.6 1.0 -0.1362
O 1.714 -0.345 -2.202 -2.9 2.8 0.0 -0.8709
O 2.644 -0.849 -0.081 -0.9 -0.6 1.2 -0.8913
O -2.024 0.155 1.688 2.4 -1.2 1.3 -0.7113
Cl -0.806 1.343 -1.913 0.2 0.0 0.1 0.0740
H 0.479 -0.490 0.940 0.1 -1.3 3.8 0.1921
H -2.478 1.587 0.540 0.8 0.1 -1.4 0.2014
H -2.633 0.064 -0.252 -0.9 -0.8 -0.2 0.1886
H 2.314 -0.921 -2.541 2.9 -2.4 -1.6 0.4862
H 3.515 -0.657 -0.320 2.1 0.2 -0.8 0.4843
H -1.132 0.193 2.145 -1.6 0.0 -0.9 0.4690
```
Forces are in eV/Å.

---

Computed, not measured: 2 unconnected molecules or ions with the total composition C3H6Br2O3 in a non-equilibrium geometry, with wB97M-V/def2-TZVPD.

largest force on an atom = 3.9 eV/Å
gap between HOMO and LUMO = 8.3 eV
electronic energy = -5491.500947 Ha
energy relative to the best compared isomer or geometry (same formula, charge and spin) = 105.12 kcal per mole

Geometry as XYZ:
```
14
Properties=species:S:1:pos:R:3:forces:R:3:nbo_charge:R:1
C 0.236 -1.167 -0.547 1.5 -0.8 -0.4 -0.2189
C -0.636 1.256 -0.110 -2.8 2.3 0.3 -0.0456
C 0.364 0.202 -0.037 0.5 0.0 3.9 0.1702
O 1.409 -1.837 -0.154 -1.1 -2.9 1.8 -0.6957
O -0.663 2.088 -1.239 0.7 -1.9 -0.6 -0.6492
O 0.096 -0.371 2.144 0.3 1.7 -2.8 -0.8199
Br -2.440 0.416 0.063 0.1 0.1 0.0 -0.0415
Br 2.064 0.970 0.180 0.0 -0.3 -0.5 0.2146
H -0.632 -1.723 -0.264 -0.8 0.4 0.7 0.2408
H 0.268 -1.302 -1.607 -0.4 1.0 -1.3 0.2170
H -0.644 2.045 0.639 0.5 -0.9 0.8 0.2447
H 1.009 -2.559 0.438 1.7 1.5 -0.9 0.4884
H -0.670 1.426 -1.950 -0.1 0.8 -0.7 0.4632
H 0.239 0.559 2.445 -0.1 -1.0 -0.2 0.4318
```
Forces are in eV/Å.

---

Computed, not measured: a molecular structure, C3H6Br3P in a non-equilibrium geometry, with wB97M-V/def2-TZVPD.

largest force on an atom = 3.1 eV/Å
gap between HOMO and LUMO = 8.8 eV
electronic energy = -8181.294565 Ha
energy relative to the best compared isomer or geometry (same formula, charge and spin) = 15.06 kcal per mole

Geometry as XYZ:
```
13
Properties=species:S:1:pos:R:3:forces:R:3:nbo_charge:R:1
C -0.319 -1.475 0.499 2.0 -1.6 1.7 -0.6552
C 0.612 0.651 -0.217 -2.0 1.3 0.1 -0.5235
C 0.654 -0.802 -0.424 -0.6 -0.9 -1.7 -0.1861
P -1.588 1.374 0.177 2.6 -0.3 -1.2 0.5230
Br 2.649 -1.267 0.097 -1.6 0.0 -0.7 -0.0911
Br -1.076 3.282 1.166 0.2 -0.1 0.4 -0.1977
Br -1.898 2.294 -1.855 -0.1 -0.4 0.0 -0.2251
H -0.264 -0.873 1.429 -0.6 -0.7 -0.1 0.2073
H -1.322 -1.576 0.100 -0.1 0.2 -0.1 0.2317
H 0.106 -2.506 0.721 -0.9 1.1 -0.1 0.2402
H 1.050 1.281 -1.002 -0.3 -0.1 0.4 0.2331
H 1.020 0.782 0.771 0.1 0.8 0.3 0.2144
H 0.376 -1.164 -1.462 1.3 0.5 0.9 0.2288
```
Forces are in eV/Å.

---

Computed, not measured: 2 unconnected molecules or ions with the total composition C3H6BrClN, with wB97M-V/def2-TZVPD.

largest force on an atom = 0.9 eV/Å
gap between HOMO and LUMO = 9.1 eV
net charge = +1
electronic energy = -3206.562515 Ha

Geometry as XYZ:
```
12
Properties=species:S:1:pos:R:3:forces:R:3:nbo_charge:R:1
C -0.009 -0.625 -1.308 0.2 -0.1 0.0 -0.3972
C 0.048 -1.477 -0.302 -0.1 -0.3 -0.3 -0.2339
C -0.788 1.165 1.039 -0.1 0.3 0.2 0.1361
N 0.479 1.301 1.173 0.0 -0.2 -0.1 -0.6503
Cl 1.361 -1.518 0.844 0.1 -0.3 -0.1 0.0263
Br -1.914 2.489 0.440 0.3 -0.2 0.2 0.2821
H -0.819 -0.674 -2.015 -0.2 -0.1 -0.1 0.2426
H 0.760 0.103 -1.499 0.2 0.1 0.0 0.2153
H -0.681 -2.254 -0.128 0.0 0.0 0.1 0.2413
H -1.255 0.224 1.320 0.1 0.1 -0.1 0.2531
H 1.053 0.428 1.321 -0.4 0.8 0.1 0.4425
H 0.954 2.170 0.935 -0.1 -0.1 0.0 0.4422
```
Forces are in eV/Å.

---

Computed, not measured: a gas-phase ion, C3H6BrN2O (charge +1) in a non-equilibrium geometry, with wB97M-V/def2-TZVPD.

SMILES = CN1C=[NH+]O[C@@H]1Br
largest force on an atom = 3.3 eV/Å
gap between HOMO and LUMO = 10.1 eV
net charge = +1
electronic energy = -2876.347610 Ha
energy relative to the best compared isomer or geometry (same formula, charge and spin) = 1.73 kcal per mole

Geometry as XYZ:
```
13
Properties=species:S:1:pos:R:3:forces:R:3:nbo_charge:R:1
C 0.638 1.585 0.074 0.1 1.0 -0.1 -0.4244
N 0.275 0.194 0.111 -0.1 -1.0 0.1 -0.3635
C 0.724 -0.772 -0.662 0.0 -0.3 0.0 0.3495
N 0.050 -1.877 -0.476 -0.1 0.8 0.1 -0.2160
O -0.919 -1.657 0.494 0.3 -0.6 -0.1 -0.2847
C -0.915 -0.293 0.740 -2.0 0.8 2.5 0.2084
Br -2.554 0.611 -0.115 0.9 -0.5 0.4 -0.0269
H -0.047 2.132 -0.581 0.1 -0.1 0.1 0.2494
H 0.572 2.010 1.075 0.1 -0.1 0.0 0.2474
H 1.654 1.691 -0.296 0.0 -0.1 0.0 0.2420
H 1.546 -0.688 -1.355 0.1 0.0 -0.1 0.2727
H 0.050 -2.777 -0.932 0.0 0.0 0.0 0.4678
H -1.076 -0.158 1.922 0.7 0.1 -2.8 0.2783
```
Forces are in eV/Å.

---

Computed, not measured: 2 unconnected molecules or ions with the total composition C3H6BrNO in a non-equilibrium geometry, with wB97M-V/def2-TZVPD.

largest force on an atom = 3.7 eV/Å
gap between HOMO and LUMO (spin up / spin down) = 7.3 / 9.5 eV
2S+1 = 3
electronic energy = -2821.693454 Ha
energy relative to the best compared isomer or geometry (same formula, charge and spin) = 5.02 kcal per mole

Geometry as XYZ:
```
12
Properties=species:S:1:pos:R:3:forces:R:3:nbo_charge:R:1
C -0.049 -0.394 -0.126 2.5 1.4 -2.2 0.5615
C -2.308 -0.173 0.290 -1.3 1.9 -3.0 -0.2686
C 2.168 1.224 0.005 2.3 2.6 0.4 -0.4380
N 0.277 -1.562 -0.137 -2.8 -1.5 1.0 -0.7863
O -1.056 0.406 0.029 1.3 0.0 0.0 -0.4967
Br 3.316 -0.245 0.060 0.1 -0.3 0.0 0.0501
H -2.760 0.613 0.788 -1.4 0.9 1.9 0.1933
H -2.104 -1.042 0.773 -0.5 -2.7 1.5 0.1961
H -2.905 -0.186 -0.658 0.7 -0.9 0.6 0.1827
H 2.693 2.085 0.629 -1.6 -1.7 -1.4 0.1907
H 1.832 1.442 -1.034 -0.1 -0.1 1.1 0.1926
H 0.897 -2.169 -0.619 0.8 0.5 0.0 0.4226
```
Forces are in eV/Å.

---

Computed, not measured: 2 unconnected molecules or ions with the total composition C3H6BrNO4 in a non-equilibrium geometry, with wB97M-V/def2-TZVPD.

SMILES = CO/C(Br)=[N+](\[O-])O.C=O
largest force on an atom = 2.7 eV/Å
gap between HOMO and LUMO (spin up / spin down) = 9.0 / 9.0 eV
electronic energy = -3047.427671 Ha
energy relative to the best compared isomer or geometry (same formula, charge and spin) = 56.51 kcal per mole

Geometry as XYZ:
```
15
Properties=species:S:1:pos:R:3:forces:R:3:nbo_charge:R:1
C -0.395 -0.094 -2.037 0.2 0.0 0.2 -0.2518
O -0.440 -0.713 -0.740 1.1 0.3 1.2 -0.5187
C 0.557 -0.744 0.159 1.0 1.6 -0.4 0.3028
Br 0.713 -2.294 1.108 0.1 -1.1 0.1 0.1563
N 1.230 0.329 0.575 -0.9 -1.7 -1.9 0.2991
O 1.130 1.504 0.182 -0.4 0.6 -0.2 -0.5366
O 2.329 -0.019 1.282 1.4 -0.2 1.3 -0.5346
H 0.029 -0.781 -2.733 -0.5 -1.2 -0.6 0.1890
H 0.224 0.758 -2.285 0.0 0.8 1.4 0.2109
H -1.447 0.108 -2.061 -0.4 0.3 -1.4 0.2068
H 2.687 0.776 1.720 -0.6 0.1 -0.4 0.4987
C -1.654 0.295 1.180 -1.6 0.1 0.0 0.2665
O -1.072 -0.037 2.165 0.1 -0.4 1.1 -0.5334
H -2.590 -0.254 0.847 0.7 0.5 0.0 0.1116
H -1.301 1.167 0.635 -0.2 0.4 -0.5 0.1336
```
Forces are in eV/Å.

---

Computed, not measured: a single C3H6BrP molecule in a non-equilibrium geometry, with wB97M-V/def2-TZVPD.

largest force on an atom = 4.8 eV/Å
gap between HOMO and LUMO (spin up / spin down) = 6.9 / 7.6 eV
2S+1 = 3
electronic energy = -3033.152748 Ha
energy relative to the best compared isomer or geometry (same formula, charge and spin) = 0.00 kcal per mole

Geometry as XYZ:
```
11
Properties=species:S:1:pos:R:3:forces:R:3:nbo_charge:R:1
C -0.148 -0.213 -0.030 4.3 2.1 -0.4 -0.3568
C 1.059 -1.097 0.011 -0.6 -2.6 1.5 -0.6750
C -0.003 1.254 0.028 -1.6 1.2 -0.9 -0.6800
P -1.588 -1.077 -0.312 -3.3 -2.5 -0.9 0.5430
Br -3.182 0.441 -0.367 -0.1 0.1 0.1 -0.2190
H 1.745 -0.850 0.857 -0.1 0.4 -1.0 0.2346
H 0.705 -2.159 0.410 0.6 1.7 -1.1 0.2147
H 1.584 -1.298 -0.969 -0.4 0.4 1.0 0.2372
H 0.929 1.803 -0.174 0.0 -0.9 -0.1 0.2302
H -0.249 1.392 1.060 -0.1 1.0 1.1 0.2376
H -0.854 1.806 -0.515 1.3 -0.8 0.6 0.2335
```
Forces are in eV/Å.

---

Computed, not measured: a molecular structure, C3H6CaFO2 in a non-equilibrium geometry, with wB97M-V/def2-TZVPD.

largest force on an atom = 4.9 eV/Å
gap between HOMO and LUMO (spin up / spin down) = 5.3 / 8.5 eV
2S+1 = 2
electronic energy = -1045.771851 Ha

Geometry as XYZ:
```
13
Properties=species:S:1:pos:R:3:forces:R:3:nbo_charge:R:1
O -2.431 0.669 -0.595 -0.9 -1.2 0.3 -0.9134
C -1.837 -0.072 0.266 0.9 0.6 1.4 0.2620
C -0.451 -0.158 0.349 -0.8 -0.7 1.0 -0.2683
O 0.184 0.455 -0.743 0.6 0.5 0.0 -0.6641
C 1.589 0.642 -0.615 0.3 -0.3 0.1 -0.2525
Ca -1.270 1.526 -2.065 0.3 1.0 -1.6 0.9589
H -2.430 -0.551 1.058 0.2 0.1 -0.2 0.1690
H 0.181 -1.839 1.114 1.5 -3.6 1.9 0.5349
H 2.097 -0.330 -0.675 -0.1 0.2 0.1 0.2008
H 1.918 1.276 -1.445 -0.1 -0.1 0.2 0.1974
H 1.822 1.121 0.346 0.0 0.0 -0.3 0.1885
H 0.022 0.018 1.333 -0.2 -0.4 -0.5 0.2277
F 0.607 -2.756 1.671 -1.8 3.9 -2.3 -0.6409
```
Forces are in eV/Å.

---

Computed, not measured: a single C3H6Cl2 molecule in a non-equilibrium geometry, with wB97M-V/def2-TZVPD.

SMILES = C[C@@H](Cl)CCl
largest force on an atom = 4.6 eV/Å
gap between HOMO and LUMO = 11.1 eV
electronic energy = -1038.185859 Ha
energy relative to the best compared isomer or geometry (same formula, charge and spin) = 68.97 kcal per mole

Geometry as XYZ:
```
11
Properties=species:S:1:pos:R:3:forces:R:3:nbo_charge:R:1
C -0.729 -0.769 -1.158 -1.9 0.5 -2.5 -0.6319
C 0.409 -0.848 -0.232 -0.3 1.2 1.1 -0.3123
Cl 1.672 0.086 -0.917 2.2 1.0 -1.0 -0.0329
C 0.117 -0.241 1.192 1.8 -0.4 0.7 -0.3353
Cl -1.539 0.861 1.057 2.6 -1.3 0.9 -0.1251
H -0.278 -1.589 -1.833 -2.5 1.2 -0.2 0.2145
H -0.930 0.275 -1.805 0.8 -2.8 2.1 0.2409
H -1.653 -0.979 -0.505 1.1 -0.4 -1.9 0.2382
H 0.675 -1.913 -0.421 0.4 0.6 2.0 0.2373
H 1.179 0.471 1.542 -4.0 -2.1 -0.8 0.2729
H -0.027 -1.215 1.834 -0.3 2.6 -0.5 0.2335
```
Forces are in eV/Å.

---

Computed, not measured: a single C3H6Cl2O molecule in a non-equilibrium geometry, with wB97M-V/def2-TZVPD.

SMILES = OC(CCl)CCl
largest force on an atom = 1.9 eV/Å
gap between HOMO and LUMO = 11.4 eV
electronic energy = -1113.525690 Ha
energy relative to the best compared isomer or geometry (same formula, charge and spin) = 3.06 kcal per mole

Geometry as XYZ:
```
12
Properties=species:S:1:pos:R:3:forces:R:3:nbo_charge:R:1
O -0.715 1.525 -0.125 -0.9 0.9 1.2 -0.7183
C -0.108 0.298 -0.349 0.4 -1.0 -1.6 0.0647
C 1.394 0.452 0.033 -0.4 -0.2 0.9 -0.3698
Cl 2.349 -1.057 -0.197 -0.2 0.2 -0.5 -0.0785
C -0.802 -0.951 0.244 -0.1 0.6 -0.2 -0.3744
Cl -2.568 -0.974 -0.206 0.6 0.1 0.0 -0.0883
H -1.604 1.460 0.282 0.8 -0.3 -0.4 0.4912
H -0.162 0.175 -1.457 0.3 -0.4 0.5 0.1684
H 1.519 0.603 1.117 -0.4 0.4 -0.5 0.2164
H 1.848 1.292 -0.518 -0.2 -0.6 0.2 0.2342
H -0.347 -1.864 -0.149 -0.1 0.3 0.1 0.2411
H -0.804 -0.960 1.326 0.2 0.0 0.2 0.2132
```
Forces are in eV/Å.

---

Computed, not measured: 2 unconnected molecules or ions with the total composition C3H6Cl2OP in a non-equilibrium geometry, with wB97M-V/def2-TZVPD.

largest force on an atom = 2.5 eV/Å
gap between HOMO and LUMO (spin up / spin down) = 7.8 / 7.8 eV
net charge = +1
electronic energy = -1454.585397 Ha
energy relative to the best compared isomer or geometry (same formula, charge and spin) = 40.76 kcal per mole

Geometry as XYZ:
```
13
Properties=species:S:1:pos:R:3:forces:R:3:nbo_charge:R:1
C 0.405 0.322 -2.042 -0.9 -0.7 -2.3 -0.1013
C 0.668 -0.787 -1.279 -1.1 2.2 0.1 -0.3212
C 1.244 -0.438 -0.041 -1.5 0.9 -1.6 -0.1736
O -0.771 1.436 1.999 -0.5 -1.7 -0.9 -0.9487
P -0.853 -0.113 1.502 0.3 0.9 -2.2 1.2263
Cl -1.665 -1.314 2.882 0.0 0.5 -0.1 -0.1486
Cl -2.259 0.078 -0.057 0.7 -0.2 1.3 -0.2359
H 0.091 0.323 -3.149 0.3 -0.4 1.9 0.2462
H 0.392 1.316 -1.620 0.7 0.2 0.1 0.2050
H 0.213 -1.715 -1.472 0.4 -1.3 -0.7 0.2525
H 1.456 0.631 -0.145 0.6 -0.4 1.6 0.2378
H 1.722 -1.207 0.484 0.9 -0.4 1.3 0.2385
H -0.641 1.469 2.937 0.1 0.5 1.3 0.5229
```
Forces are in eV/Å.